Entry 1:
{"formula": "C10H24Br4O3P2", "method": "ωB97M-V/def2-TZVPD", "species": ["C", "C", "C", "C", "C", "P", "C", "P", "O", "O", "O", "H", "H", "H", "H", "H", "H", "H", "H", "H", "H", "H", "H", "H", "H", "H", "H", "Br", "C", "C", "Br", "H", "H", "H", "H", "Br", "C", "C", "Br", "H", "H", "H", "H"], "positions_angstrom": [[-0.3904, 2.3266, -1.8873], [-1.6274, 1.4993, -2.2948], [-1.2860, 0.1870, -3.0139], [-1.1928, -1.0842, -2.1290], [-1.0954, -0.8207, -0.6177], [-0.4538, -2.3017, 0.2808], [0.3575, -1.6033, 1.8000], [1.8775, -0.6590, 1.6492], [2.4320, -0.2229, 2.9301], [1.6027, 0.6017, 0.6931], [2.8729, -1.6069, 0.8395], [0.5340, 1.7673, -2.0573], [-0.3204, 3.2440, -2.4709], [-0.4132, 2.6044, -0.8324], [-2.2238, 2.1002, -2.9842], [-2.2657, 1.3224, -1.4286], [-2.0075, -0.0009, -3.8110], [-0.3245, 0.3154, -3.5193], [-2.0459, -1.7394, -2.3154], [-0.3104, -1.6523, -2.4396], [-0.4764, 0.0520, -0.4234], [-2.0846, -0.6258, -0.1992], [0.6883, -2.6195, -0.4955], [0.6183, -2.4594, 2.4265], [-0.3944, -1.0052, 2.3181], [1.4852, 0.4009, -0.2463], [2.7585, -1.6419, -0.1181], [2.8199, 3.1223, -2.6065], [3.9661, 2.0040, -1.5085], [4.3529, 0.7342, -2.2208], [2.8576, -0.5111, -2.2963], [3.4243, 1.8090, -0.5871], [4.8534, 2.5947, -1.2942], [5.1418, 0.2167, -1.6803], [4.6537, 0.8998, -3.2500], [-3.7464, -3.0610, 3.9175], [-3.3599, -1.4705, 4.9625], [-3.8249, -0.2158, 4.2711], [-2.6726, 0.2427, 2.7747], [-2.2883, -1.4661, 5.1357], [-3.8832, -1.5947, 5.9076], [-3.7807, 0.6308, 4.9521], [-4.8282, -0.3130, 3.8691]], "gap_ev": 9.15, "smiles": "CCCCCPCP(=O)(O)O.BrCCBr.BrCCBr", "charge": 0, "e_homo_ev": -8.761, "e_lumo_ev": 0.39}

***

Entry 2:
{"formula": "C10H24ClINOP2Pt", "method": "ωB97M-V/def2-TZVPD", "species": ["C", "C", "H", "H", "H", "O", "I", "Pt", "P", "C", "C", "H", "H", "H", "H", "H", "H", "C", "H", "H", "H", "P", "C", "C", "H", "H", "H", "C", "H", "H", "H", "H", "H", "H", "Cl", "C", "C", "N", "H", "H", "H"], "positions_angstrom": [[3.2208, -0.6032, -2.1977], [2.2710, -0.8882, -0.9401], [4.0738, -1.3059, -2.0746], [3.6979, 0.3709, -2.4071], [2.9110, -0.7347, -3.2496], [2.3052, -1.6327, 0.0032], [0.1101, 2.1234, -2.8731], [0.2583, 0.2681, -0.5899], [-1.1278, -1.5098, -1.3511], [-1.2361, -2.7549, -0.0271], [-2.8630, -1.1867, -1.8407], [-3.2667, -2.1374, -2.2024], [-0.9226, -3.0228, -3.1366], [-2.8861, -0.4183, -2.6126], [-0.2618, -1.4053, -3.5850], [-1.7524, -2.3250, 0.8302], [-3.4270, -0.8725, -0.9578], [-0.3072, -2.1797, -2.8132], [-1.8011, -3.5976, -0.4267], [0.6952, -2.5222, -2.5463], [-0.2275, -3.0810, 0.2451], [1.1432, 1.6916, 1.0989], [1.2471, 0.7400, 2.6470], [2.7810, 2.1786, 0.5193], [0.1434, 3.8560, 0.6625], [0.9037, 3.7402, 2.2987], [-0.6852, 2.9895, 2.0042], [0.2783, 3.2409, 1.5516], [2.6790, 2.7481, -0.4103], [3.2036, 2.7974, 1.3155], [1.7355, 1.3800, 3.3828], [1.8494, -0.1583, 2.4792], [3.3960, 1.2885, 0.3643], [0.2426, 0.4800, 2.9794], [-1.9102, 1.8720, -0.6742], [-3.0803, 0.1076, 2.7158], [-2.0481, 0.1617, 1.6860], [-1.0925, 0.0090, 1.0062], [-4.0946, -0.1229, 2.3750], [-3.2758, 1.0396, 3.2554], [-2.8802, -0.6240, 3.4960]], "spin_multiplicity": 5, "gap_ev": [7.35, 5.39], "charge": 3, "e_homo_ev": [-18.655, -19.519], "s2": 6.04, "e_lumo_ev": [-11.31, -14.13]}

***

Entry 3:
{"formula": "C10H24N3S", "method": "ωB97M-V/def2-TZVPD", "species": ["N", "C", "N", "C", "C", "C", "N", "S", "H", "H", "H", "H", "H", "H", "H", "H", "H", "H", "C", "C", "C", "C", "C", "C", "H", "H", "H", "H", "H", "H", "H", "H", "H", "H", "H", "H", "H", "H"], "positions_angstrom": [[-2.8070, 3.2040, 3.0474], [-3.0804, 2.2504, 2.2292], [-3.5948, 2.5814, 0.9779], [-2.7076, 2.0382, -0.1083], [-2.2318, 0.6070, 0.1507], [-1.8050, 0.3903, 1.5973], [-2.7506, 0.9552, 2.6184], [-4.1415, -0.0894, 2.8847], [-2.9674, 4.1694, 2.7806], [-2.4266, 2.9758, 3.9600], [-4.5099, 2.1471, 0.8744], [-1.8683, 2.7270, -0.2157], [-3.2944, 2.0873, -1.0229], [-1.3499, 0.4365, -0.4732], [-2.9885, -0.1156, -0.1606], [-0.8298, 0.8508, 1.7822], [-1.6999, -0.6692, 1.8239], [-5.0873, 0.6421, 2.2737], [1.9487, -0.6235, 0.9965], [1.8900, -0.1406, -0.4493], [1.3480, -1.1882, -1.4209], [2.1789, -2.4696, -1.5115], [3.6399, -2.2564, -1.9054], [3.8144, -1.6216, -3.2811], [2.6149, -1.4769, 1.1193], [2.3065, 0.1655, 1.6602], [0.9551, -0.9315, 1.3371], [2.8821, 0.1888, -0.7655], [1.2510, 0.7489, -0.5057], [1.2593, -0.7389, -2.4134], [0.3280, -1.4599, -1.1206], [1.7077, -3.1339, -2.2418], [2.1402, -3.0007, -0.5565], [4.1429, -3.2257, -1.8919], [4.1469, -1.6453, -1.1530], [3.3468, -2.2347, -4.0541], [4.8699, -1.5180, -3.5324], [3.3695, -0.6260, -3.3296]], "gap_ev": 8.35, "charge": 1, "e_homo_ev": -13.044, "e_lumo_ev": -4.69}